Below is a single C24H30N4O4S molecule at a distorted geometry, with properties calculated with ωB97M-V/def2-TZVPD.

Calculated values
Charge: 0
Highest occupied orbital energy (eV): -7.3
SMILES: CCN(CC)CCCN(Cc1cc2cc3c(cc2[nH]c1=O)OCO3)C(=S)NCc1ccco1
LUMO (eV): 0.24

Cartesian coordinates (Å):
C (1.364, 5.066, -0.140)
C (1.636, 3.711, 0.522)
N (0.790, 3.366, 1.660)
C (0.885, 4.327, 2.752)
C (0.600, 3.687, 4.108)
C (-0.577, 3.034, 1.273)
C (-0.701, 1.550, 0.918)
C (-0.611, 0.640, 2.160)
N (0.283, -0.484, 2.004)
C (-0.297, -1.753, 1.633)
C (-0.973, -1.748, 0.296)
C (-2.202, -2.295, 0.121)
C (-2.832, -2.383, -1.153)
C (-4.108, -2.959, -1.321)
C (-4.617, -3.008, -2.586)
C (-3.906, -2.508, -3.691)
C (-2.667, -1.942, -3.561)
C (-2.129, -1.881, -2.266)
N (-0.902, -1.321, -2.054)
C (-0.249, -1.197, -0.843)
O (0.835, -0.640, -0.810)
O (-4.646, -2.686, -4.821)
C (-5.842, -3.317, -4.413)
O (-5.818, -3.507, -3.017)
C (1.625, -0.369, 2.161)
S (2.598, -1.719, 2.212)
N (2.120, 0.865, 2.389)
C (3.544, 1.097, 2.437)
C (4.105, 1.410, 1.086)
C (3.780, 0.946, -0.154)
C (4.639, 1.617, -1.060)
C (5.417, 2.436, -0.306)
O (5.099, 2.325, 0.998)
H (1.537, 5.883, 0.556)
H (0.342, 5.134, -0.506)
H (2.035, 5.188, -0.986)
H (1.529, 2.919, -0.222)
H (2.671, 3.698, 0.871)
H (0.207, 5.182, 2.604)
H (1.909, 4.709, 2.763)
H (-0.430, 3.346, 4.181)
H (0.768, 4.418, 4.895)
H (1.262, 2.841, 4.273)
H (-0.909, 3.634, 0.415)
H (-1.250, 3.260, 2.103)
H (0.099, 1.281, 0.229)
H (-1.648, 1.385, 0.402)
H (-0.277, 1.226, 3.020)
H (-1.597, 0.234, 2.397)
H (0.544, -2.463, 1.613)
H (-1.006, -2.079, 2.404)
H (-2.732, -2.702, 0.971)
H (-4.652, -3.346, -0.477)
H (-2.128, -1.562, -4.412)
H (-0.392, -0.965, -2.854)
H (-6.702, -2.686, -4.687)
H (-5.933, -4.292, -4.918)
H (1.571, 1.683, 2.111)
H (4.016, 0.193, 2.840)
H (3.748, 1.934, 3.112)
H (3.026, 0.223, -0.392)
H (4.670, 1.499, -2.123)
H (6.204, 3.119, -0.560)

***

Below is a molecular structure, C24H31AsBrN4O4S5Tc, with properties calculated with ωB97M-V/def2-TZVPD.

Calculated values
Charge: +2
Highest occupied orbital energy (alpha / beta) (eV): -12.9 / -12.9
LUMO (alpha / beta) (eV): -8.46 / -8.45

Cartesian coordinates (Å):
Tc (0.521, -1.484, 0.699)
N (-1.943, 0.379, 8.636)
C (-1.308, -0.127, 7.561)
C (-0.474, 0.695, 6.771)
C (0.186, 0.176, 5.689)
C (0.017, -1.169, 5.354)
C (-0.819, -1.996, 6.111)
C (-1.467, -1.484, 7.205)
S (0.871, -1.833, 4.035)
O (2.179, -1.271, 3.928)
O (0.710, -3.260, 3.963)
N (0.067, -1.296, 2.590)
C (-1.321, -1.268, 2.468)
N (-2.220, -1.309, 3.415)
C (-3.488, -1.270, 2.990)
C (-3.846, -1.197, 1.650)
C (-2.822, -1.187, 0.719)
N (-1.563, -1.219, 1.145)
H (-1.787, 1.325, 8.935)
H (-2.484, -0.211, 9.242)
H (-0.339, 1.733, 7.044)
H (0.853, 0.805, 5.111)
H (-0.941, -3.034, 5.838)
H (-2.097, -2.122, 7.810)
H (-4.248, -1.303, 3.761)
H (-4.880, -1.164, 1.344)
H (-2.995, -1.156, -0.349)
C (0.156, 3.429, -5.686)
C (0.216, 3.702, -4.183)
C (-1.050, 4.473, -3.772)
C (1.462, 4.553, -3.883)
C (0.303, 2.426, -3.364)
C (0.315, 2.526, -1.956)
C (0.392, 1.385, -1.220)
Br (0.487, 1.393, 0.658)
C (0.472, 0.109, -1.837)
O (0.555, -0.924, -1.025)
C (0.483, -0.031, -3.245)
C (0.392, 1.164, -3.952)
C (0.583, -1.340, -4.023)
C (1.815, -1.262, -4.943)
C (-0.688, -1.487, -4.879)
C (0.723, -2.597, -3.161)
H (0.085, 4.378, -6.216)
H (-0.718, 2.835, -5.961)
H (1.054, 2.925, -6.049)
H (-1.141, 5.368, -4.387)
H (-1.019, 4.797, -2.732)
H (-1.947, 3.871, -3.921)
H (1.409, 5.482, -4.452)
H (2.376, 4.032, -4.171)
H (1.535, 4.819, -2.828)
H (0.272, 3.491, -1.473)
H (0.391, 1.104, -5.029)
H (1.745, -0.447, -5.662)
H (1.898, -2.191, -5.508)
H (2.732, -1.131, -4.366)
H (-0.803, -0.667, -5.587)
H (-1.584, -1.527, -4.256)
H (-0.630, -2.413, -5.450)
H (1.626, -2.579, -2.548)
H (0.795, -3.458, -3.827)
H (-0.144, -2.759, -2.518)
S (2.787, -5.458, 2.598)
As (2.177, -4.053, 1.125)
S (2.740, -1.963, 1.037)
S (0.114, -3.675, 0.522)
S (3.385, -5.716, 0.503)
O (3.000, 0.930, 2.406)
H (3.073, 0.293, 3.129)
H (3.814, 1.443, 2.428)

***

Below is a molecular structure, C24H31BrINNdP at a distorted geometry, with properties calculated with ωB97M-V/def2-TZVPD.

Calculated values
Multiplicity: 4
Charge: +2
Highest occupied orbital energy (alpha / beta) (eV): -13.4 / -13.4
Expectation value of S²: 3.759
LUMO (alpha / beta) (eV): -6.67 / -6.20

Cartesian coordinates (Å):
Nd (-0.122, -1.167, -0.130)
Br (2.458, -2.646, -0.278)
C (2.875, -2.257, 1.626)
C (4.195, -2.368, 1.944)
C (4.583, -2.187, 3.282)
C (3.631, -1.969, 4.235)
C (2.261, -1.880, 3.898)
C (1.284, -1.716, 4.905)
C (-0.038, -1.625, 4.582)
C (-0.435, -1.604, 3.232)
C (0.457, -1.739, 2.178)
C (1.833, -1.960, 2.536)
H (4.931, -2.606, 1.191)
H (5.631, -2.249, 3.534)
H (3.908, -1.866, 5.275)
H (1.603, -1.678, 5.938)
H (-0.782, -1.537, 5.360)
H (-1.501, -1.482, 3.034)
I (-1.516, -3.135, -2.292)
C (-3.105, -2.389, -1.050)
C (-4.353, -2.972, -1.079)
C (-5.327, -2.417, -0.256)
C (-5.011, -1.311, 0.520)
C (-3.723, -0.810, 0.475)
N (-2.764, -1.349, -0.293)
H (-4.563, -3.817, -1.716)
H (-6.316, -2.852, -0.229)
H (-5.748, -0.839, 1.151)
H (-3.430, 0.046, 1.073)
C (-1.458, 2.560, 0.212)
C (-0.100, 2.795, -0.463)
C (0.969, 3.028, 0.603)
P (0.190, 1.305, -1.546)
C (-0.740, 1.625, -3.131)
C (-0.627, 3.063, -3.630)
C (-2.206, 1.186, -3.016)
C (1.974, 1.182, -2.078)
C (2.867, 0.904, -0.857)
C (2.057, 0.021, -3.083)
H (-1.700, 3.391, 0.874)
H (-1.416, 1.649, 0.831)
H (-2.267, 2.464, -0.512)
H (-0.149, 3.676, -1.106)
H (1.123, 2.145, 1.229)
H (0.644, 3.837, 1.257)
H (1.915, 3.335, 0.165)
H (-0.253, 0.968, -3.857)
H (-1.220, 3.740, -3.018)
H (-1.022, 3.114, -4.644)
H (0.404, 3.414, -3.650)
H (-2.811, 1.943, -2.517)
H (-2.313, 0.245, -2.468)
H (-2.627, 1.049, -4.011)
H (2.284, 2.101, -2.579)
H (2.310, 0.406, -0.046)
H (3.289, 1.817, -0.451)
H (3.699, 0.259, -1.134)
H (1.497, -0.863, -2.735)
H (3.094, -0.282, -3.218)
H (1.679, 0.302, -4.064)

***

Below is 18 unconnected molecules or ions with the total composition C24H31Cl51I2O2P at a distorted geometry, with properties calculated with ωB97M-V/def2-TZVPD.

Calculated values
Charge: -1
Highest occupied orbital energy (eV): -4.0
LUMO (eV): 1.36

Cartesian coordinates (Å):
C (-2.501, 0.014, -2.267)
C (-1.046, 0.077, -2.831)
I (-0.795, -1.118, -4.597)
C (-0.076, 0.834, -2.300)
I (-0.828, 2.038, -0.605)
P (1.736, 0.967, -3.023)
C (2.686, 0.182, -1.567)
C (2.051, -0.260, -0.243)
C (1.091, -1.528, -0.270)
C (1.607, -2.659, -1.158)
O (1.540, -2.645, -2.319)
O (2.141, -3.804, -0.579)
H (-3.156, -0.566, -2.952)
H (-2.466, -0.555, -1.321)
H (-2.965, 1.007, -2.186)
H (1.704, -0.373, -3.604)
H (1.109, 1.563, -4.188)
H (1.904, 2.304, -2.421)
H (3.034, 1.190, -3.688)
H (3.514, 0.894, -1.322)
H (3.230, -0.703, -1.981)
H (2.904, -0.665, 0.370)
H (1.669, 0.528, 0.435)
H (0.036, -1.261, -0.448)
H (1.129, -1.918, 0.767)
H (2.049, -4.459, -1.280)
C (-1.561, 5.919, -0.584)
Cl (-2.595, 6.217, 0.824)
Cl (-2.434, 6.254, -2.081)
Cl (-0.092, 6.896, -0.489)
H (-1.276, 4.872, -0.584)
C (-5.557, 3.808, 2.864)
Cl (-5.697, 3.117, 4.486)
Cl (-5.907, 5.538, 2.890)
Cl (-3.951, 3.515, 2.204)
H (-6.290, 3.320, 2.219)
C (-0.060, 0.805, 3.620)
Cl (-1.545, 1.399, 2.886)
Cl (0.351, -0.748, 2.915)
Cl (1.255, 1.965, 3.410)
H (-0.226, 0.671, 4.683)
C (4.764, -4.582, -0.779)
Cl (4.608, -6.331, -1.008)
Cl (6.070, -4.221, 0.360)
Cl (5.037, -3.778, -2.325)
H (3.834, -4.209, -0.363)
C (-9.344, 2.222, 0.668)
Cl (-9.364, 0.461, 0.546)
Cl (-8.209, 2.746, 1.920)
Cl (-8.933, 2.950, -0.885)
H (-10.336, 2.555, 0.948)
C (-3.438, 4.014, -5.525)
Cl (-4.479, 4.879, -4.384)
Cl (-2.098, 5.044, -6.041)
Cl (-2.832, 2.522, -4.812)
H (-4.027, 3.761, -6.398)
C (-7.112, 1.389, 7.857)
Cl (-8.603, 1.976, 7.113)
Cl (-6.642, -0.166, 7.165)
Cl (-5.814, 2.571, 7.667)
H (-7.293, 1.249, 8.916)
C (-0.744, -4.118, 5.316)
Cl (-1.093, -2.391, 5.434)
Cl (-1.821, -5.043, 6.371)
Cl (-0.886, -4.671, 3.644)
H (0.276, -4.282, 5.641)
C (3.714, -3.290, 4.884)
Cl (4.805, -3.644, 3.545)
Cl (2.446, -2.201, 4.325)
Cl (3.021, -4.782, 5.542)
H (4.275, -2.801, 5.671)
C (-4.248, 8.443, 5.168)
Cl (-3.107, 9.770, 5.425)
Cl (-5.503, 8.920, 4.019)
Cl (-3.407, 7.001, 4.606)
H (-4.722, 8.214, 6.115)
C (4.784, -7.411, -4.788)
Cl (3.920, -8.770, -5.514)
Cl (6.363, -7.928, -4.189)
Cl (4.957, -6.092, -5.954)
H (4.204, -7.047, -3.948)
C (9.919, -6.684, -5.765)
Cl (8.398, -5.927, -6.249)
Cl (10.133, -8.239, -6.581)
Cl (11.282, -5.615, -6.105)
H (9.884, -6.862, -4.699)
C (8.799, -3.521, -3.423)
Cl (8.030, -2.630, -2.116)
Cl (10.147, -2.606, -4.106)
Cl (9.344, -5.103, -2.848)
H (8.064, -3.678, -4.203)
C (6.249, -7.034, -9.531)
Cl (5.387, -8.395, -10.259)
Cl (7.828, -7.546, -8.931)
Cl (6.421, -5.714, -10.692)
H (5.667, -6.675, -8.691)
C (-5.314, 8.191, -0.754)
Cl (-5.720, 9.911, -0.674)
Cl (-6.378, 7.255, 0.300)
Cl (-5.407, 7.610, -2.417)
H (-4.294, 8.064, -0.408)
C (-4.831, -3.464, 2.823)
Cl (-5.818, -3.148, 4.256)
Cl (-5.732, -3.075, 1.353)
Cl (-3.325, -2.552, 2.891)
H (-4.589, -4.520, 2.803)
C (-0.593, 7.351, 7.586)
Cl (-2.037, 7.393, 8.606)
Cl (0.817, 7.926, 8.482)
Cl (-0.316, 5.720, 6.971)
H (-0.753, 8.011, 6.742)

***

Below is a single C24H31N5O4 molecule at a distorted geometry, with properties calculated with ωB97M-V/def2-TZVPD.

Calculated values
Charge: 0
Highest occupied orbital energy (eV): -8.3
SMILES: CCCCN(C(=O)Cn1nnc2ccccc21)[C@@H](C(=O)NCCOC)c1ccc(OC)cc1
LUMO (eV): 0.46

Cartesian coordinates (Å):
C (2.077, 1.757, -5.059)
C (1.689, 2.837, -4.056)
C (1.628, 2.323, -2.619)
C (0.498, 1.311, -2.407)
N (0.408, 0.920, -1.011)
C (-0.291, 1.594, -0.086)
O (-0.186, 1.405, 1.117)
C (-1.377, 2.560, -0.587)
N (-2.448, 1.766, -1.114)
N (-2.721, 1.701, -2.425)
N (-3.644, 0.861, -2.649)
C (-4.032, 0.305, -1.467)
C (-4.992, -0.658, -1.154)
C (-5.123, -1.002, 0.169)
C (-4.328, -0.424, 1.173)
C (-3.375, 0.526, 0.892)
C (-3.243, 0.886, -0.444)
C (1.239, -0.215, -0.589)
C (2.589, 0.222, 0.007)
O (3.631, -0.064, -0.554)
N (2.514, 0.959, 1.123)
C (3.702, 1.345, 1.845)
C (4.284, 0.170, 2.635)
O (3.328, -0.253, 3.581)
C (3.743, -1.372, 4.319)
C (0.406, -1.145, 0.272)
C (0.762, -1.574, 1.544)
C (-0.070, -2.413, 2.255)
C (-1.281, -2.849, 1.717)
O (-2.029, -3.665, 2.508)
C (-3.251, -4.149, 2.005)
C (-1.635, -2.436, 0.438)
C (-0.793, -1.596, -0.266)
H (2.236, 2.196, -6.040)
H (1.295, 1.008, -5.150)
H (2.996, 1.265, -4.750)
H (0.721, 3.260, -4.333)
H (2.427, 3.641, -4.100)
H (2.579, 1.856, -2.355)
H (1.476, 3.167, -1.940)
H (0.698, 0.412, -2.992)
H (-0.452, 1.718, -2.757)
H (-1.034, 3.248, -1.358)
H (-1.732, 3.126, 0.281)
H (-5.597, -1.102, -1.928)
H (-5.858, -1.741, 0.455)
H (-4.472, -0.737, 2.196)
H (-2.748, 0.956, 1.657)
H (1.502, -0.759, -1.504)
H (1.606, 1.073, 1.564)
H (3.442, 2.155, 2.526)
H (4.455, 1.682, 1.127)
H (4.526, -0.648, 1.942)
H (5.211, 0.484, 3.139)
H (3.934, -2.233, 3.665)
H (4.654, -1.157, 4.891)
H (2.932, -1.610, 5.005)
H (1.685, -1.252, 1.998)
H (0.198, -2.743, 3.246)
H (-3.674, -4.762, 2.800)
H (-3.102, -4.767, 1.113)
H (-3.940, -3.333, 1.768)
H (-2.558, -2.752, -0.021)
H (-1.084, -1.284, -1.260)

***

Below is a single C24H31NO8 molecule, with properties calculated with ωB97M-V/def2-TZVPD.

Calculated values
Charge: 0
Highest occupied orbital energy (eV): -8.0
SMILES: CCOc1ccc(CCNC(=O)COC(=O)c2cc(OC)c(OC)c(OC)c2)cc1OCC
LUMO (eV): 0.50

Cartesian coordinates (Å):
C (-2.904, 3.425, 1.688)
C (-2.089, 2.489, 0.808)
O (-0.732, 2.622, 1.193)
C (0.227, 2.007, 0.459)
C (0.009, 1.141, -0.598)
C (1.078, 0.590, -1.297)
C (2.379, 0.909, -0.964)
C (3.554, 0.344, -1.717)
C (4.252, -0.761, -0.915)
N (3.377, -1.895, -0.747)
C (3.691, -3.138, -1.145)
O (4.774, -3.469, -1.574)
C (2.552, -4.153, -0.987)
O (1.339, -3.550, -0.569)
C (0.390, -3.348, -1.509)
O (0.494, -3.734, -2.648)
C (-0.763, -2.600, -0.979)
C (-1.864, -2.433, -1.810)
C (-2.978, -1.720, -1.391)
O (-4.073, -1.515, -2.188)
C (-4.091, -2.105, -3.467)
C (-2.986, -1.160, -0.102)
O (-3.967, -0.411, 0.465)
C (-5.267, -0.362, -0.079)
C (-1.853, -1.325, 0.730)
O (-1.952, -0.719, 1.942)
C (-0.821, -0.711, 2.781)
C (-0.754, -2.042, 0.296)
C (2.607, 1.766, 0.114)
C (1.560, 2.311, 0.831)
O (1.688, 3.151, 1.893)
C (2.980, 3.548, 2.298)
C (2.820, 4.503, 3.470)
H (-2.773, 3.153, 2.731)
H (-3.956, 3.348, 1.429)
H (-2.573, 4.451, 1.553)
H (-2.206, 2.764, -0.250)
H (-2.428, 1.457, 0.951)
H (-0.996, 0.884, -0.894)
H (0.874, -0.079, -2.120)
H (4.279, 1.135, -1.916)
H (3.222, -0.067, -2.672)
H (4.547, -0.378, 0.068)
H (5.141, -1.122, -1.438)
H (2.439, -1.701, -0.427)
H (2.408, -4.660, -1.948)
H (2.836, -4.889, -0.230)
H (-1.813, -2.871, -2.793)
H (-4.014, -3.195, -3.409)
H (-5.055, -1.833, -3.895)
H (-3.290, -1.716, -4.102)
H (-5.291, 0.180, -1.026)
H (-5.861, 0.171, 0.663)
H (-5.680, -1.362, -0.226)
H (0.037, -0.240, 2.290)
H (-1.108, -0.119, 3.648)
H (-0.551, -1.722, 3.104)
H (0.106, -2.179, 0.928)
H (3.626, 2.011, 0.370)
H (3.570, 2.671, 2.602)
H (3.501, 4.049, 1.469)
H (2.233, 5.365, 3.165)
H (3.795, 4.836, 3.814)
H (2.301, 4.005, 4.284)

***

| no. | E_tot (eV) |
| --- | --- |
| 1 | -50360.4953 |
| 2 | -226783.7708 |
| 3 | -129576.0401 |
| 4 | -693615.5995 |
| 5 | -41031.4087 |
| 6 | -43260.5444 |